Record 1
A molecular structure, C3HCrFO at a distorted geometry, computed with wB97M-V/def2-TZVPD.

The charge is 0. As for the HOMO energy (spin up / spin down): -8.46 / -8.36 eV. The LUMO energy (spin up / spin down) is -0.0685 / -0.0537 hartree. Its spin multiplicity is 5. The HOMO-LUMO gap (spin up / spin down) is 6.59 / 6.90 eV.

Last column: Mulliken charge in e.
Atoms and positions in Å:
O  0.2804  -2.4813  2.0223  -0.5103
C  0.0554  -1.6968  1.0888  0.7192
C  -0.3154  -0.9239  0.1621  -0.4448
C  0.1484  -0.0265  -0.8152  -0.3513
H  0.2292  -0.4473  -1.8334  0.2976
F  -0.2625  3.6661  -0.1948  -0.7277
Cr  -0.1355  1.9096  -0.4297  1.0172

Atomic forces in eV per Å
O -0.5 3.2 -3.7
C -0.1 -3.9 4.7
C 2.1 2.6 -2.6
C -1.7 -2.4 0.8
H 0.2 -0.2 0.3
F -0.2 1.3 0.2
Cr 0.2 -0.6 0.3

---

Record 2
A molecular structure, ClNO7Rb at a distorted geometry, computed with wB97M-V/def2-TZVPD.

The charge is -1. As for the HOMO energy: -5.34 eV. The LUMO energy is 0.0537 hartree. Its spin multiplicity is 1. The HOMO-LUMO gap is 6.81 eV.

Last column: Mulliken charge in e.
Atoms and positions in Å:
Rb  -0.2415  -1.9986  1.2277  0.9814
Cl  2.6586  1.0293  0.4678  1.5941
O  2.9273  2.1196  1.3839  -0.6251
O  1.7786  1.5676  -0.6046  -0.6373
O  3.8979  0.4400  0.0020  -0.6173
O  1.9248  -0.0257  1.1761  -0.7090
N  -3.2344  -0.7590  -0.9092  0.9087
O  -4.1254  -0.0622  -0.4361  -0.6026
O  -2.7572  -1.7172  -0.2398  -0.6931
O  -2.8288  -0.5939  -2.0680  -0.5997

Atomic forces in eV per Å
Rb -0.2 0.6 -0.5
Cl -1.2 1.3 -0.5
O 0.2 -0.6 -0.2
O 1.7 -1.3 1.1
O -0.6 0.5 -0.3
O -0.3 -0.2 0.0
N -0.1 -0.3 -1.1
O -0.3 0.4 0.5
O 0.7 -0.5 1.0
O 0.1 0.2 0.0

---

Record 3
A molecular structure, C19H45AsCoF5N3Si6Te, computed with wB97M-V/def2-TZVPD.

The charge is -1. As for the HOMO energy (spin up / spin down): -4.14 / -5.33 eV. The LUMO energy (spin up / spin down) is 0.0845 / 0.0581 hartree. Its spin multiplicity is 5. The HOMO-LUMO gap (spin up / spin down) is 6.44 / 6.91 eV.

Last column: Mulliken charge in e.
Atoms and positions in Å:
Co  0.1462  0.2857  0.1297  0.1727
C  -6.2024  5.1010  1.4251  -1.0250
Si  -4.8570  4.3012  0.3719  0.3264
C  -5.6578  3.7172  -1.2293  -0.8280
C  -3.6130  5.6516  -0.0286  -0.9800
Si  -3.8883  2.4885  1.4524  0.2512
Te  -0.5126  2.7998  -0.1714  -0.7279
Si  -2.7709  3.0230  3.4215  0.3658
C  -1.6140  1.6463  3.9301  -0.3751
C  -4.0265  3.3149  4.7957  -1.0933
C  -1.7900  4.6145  3.2112  -0.9104
Si  -5.3974  0.7357  1.7113  0.1660
C  -5.4820  -0.3228  0.1624  -0.9722
C  -7.1323  1.4096  2.0283  -1.1306
C  -4.9220  -0.3567  3.1578  -0.4773
H  -6.6588  5.9457  0.9002  0.3695
H  -5.7805  5.4729  2.3623  0.2624
H  -6.9886  4.3868  1.6761  0.2624
H  -6.1407  4.5493  -1.7499  0.4054
H  -6.4139  2.9529  -1.0338  0.2520
H  -4.9124  3.2824  -1.9001  -0.0118
H  -4.0656  6.4157  -0.6675  0.3941
H  -2.7334  5.2507  -0.5341  0.1142
H  -3.2633  6.1372  0.8845  0.3008
H  -2.1611  0.7219  4.1303  0.0501
H  -1.0652  1.9003  4.8413  0.3888
H  -0.8921  1.4460  3.1341  -0.0928
H  -4.6219  2.4194  4.9803  0.2958
H  -4.7106  4.1258  4.5347  0.2527
H  -3.5205  3.5778  5.7295  0.3605
H  -1.0663  4.5437  2.3954  0.2096
H  -1.2418  4.8301  4.1331  0.3482
H  -2.4461  5.4629  3.0046  0.1994
H  -5.7735  0.2709  -0.7075  0.2031
H  -6.2122  -1.1271  0.2886  0.4288
H  -4.5078  -0.7701  -0.0526  0.2234
H  -7.4838  2.0085  1.1843  0.2492
H  -7.1518  2.0418  2.9189  0.3009
H  -7.8392  0.5878  2.1768  0.3947
H  -3.9565  -0.8425  3.0027  -0.3329
H  -5.6643  -1.1482  3.2938  0.4177
H  -4.8642  0.2120  4.0879  0.2823
F  2.8722  -0.1987  -0.8469  -0.2990
C  2.0381  -0.5257  0.2226  0.3913
F  1.9702  -1.9076  0.2054  -0.2924
C  2.8584  -0.1810  1.4636  0.7718
F  3.1835  1.1251  1.4603  -0.2441
F  2.1395  -0.4208  2.5756  -0.2428
F  4.0061  -0.8809  1.5667  -0.2851
N  -1.0639  -0.9019  1.0830  -0.4441
C  -1.4663  -1.6331  1.9001  0.6992
N  -1.9958  -2.4839  2.6893  -0.7053
C  -2.0440  -2.3126  3.9989  0.6029
N  -2.1474  -2.2399  5.1503  -0.6256
C  2.9647  2.9383  -1.9898  -0.9268
Si  1.7119  2.4598  -3.2769  0.5837
C  1.0870  3.9967  -4.1451  -1.0866
C  2.4536  1.2810  -4.5281  -1.0547
As  -0.0699  1.3139  -2.2535  0.0416
Si  -2.0284  1.7251  -3.4758  0.3168
C  -1.7964  0.9770  -5.1808  -1.0440
C  -3.3660  0.8467  -2.5171  -0.6525
C  -2.4515  3.5352  -3.6334  -0.5175
H  3.7961  3.4704  -2.4609  0.3749
H  3.3553  2.0605  -1.4755  0.1763
H  2.5104  3.5906  -1.2423  0.2426
H  1.9266  4.5742  -4.5411  0.4185
H  0.5361  4.6289  -3.4454  0.2780
H  0.4257  3.7472  -4.9774  0.2339
H  3.2887  1.7424  -5.0611  0.3390
H  1.7099  0.9686  -5.2651  0.2846
H  2.8213  0.3870  -4.0204  0.2941
H  -1.5368  -0.0812  -5.1105  0.3069
H  -0.9965  1.4858  -5.7240  0.2394
H  -2.7125  1.0652  -5.7704  0.3633
H  -3.1708  -0.2256  -2.4546  0.4442
H  -4.3496  0.9938  -2.9727  0.4610
H  -3.4003  1.2358  -1.4946  -0.3075
H  -1.7246  4.0758  -4.2393  0.3633
H  -2.4800  3.9964  -2.6450  -0.1829
H  -3.4379  3.6505  -4.0922  0.3930

Atomic forces in eV per Å
Co 0.1 0.0 -0.1
C 0.0 0.0 0.1
Si 0.0 0.0 0.0
C 0.0 0.0 -0.1
C 0.1 0.0 0.0
Si 0.1 0.0 0.0
Te 0.0 0.0 -0.1
Si 0.0 0.0 0.0
C 0.0 -0.1 0.0
C 0.0 0.0 0.0
C 0.0 0.0 0.0
Si 0.0 -0.1 0.0
C 0.0 0.0 -0.1
C 0.0 0.0 0.0
C 0.0 0.0 0.0
H 0.0 0.0 0.0
H 0.0 0.0 0.0
H 0.0 0.0 0.0
H 0.0 0.0 0.0
H 0.0 0.0 0.0
H 0.0 0.0 0.0
H 0.0 0.0 0.0
H 0.0 0.0 0.0
H 0.0 0.0 0.0
H 0.0 0.0 0.0
H 0.0 0.0 0.0
H 0.0 0.0 0.0
H 0.0 0.0 0.0
H 0.0 0.0 0.0
H 0.0 0.0 0.0
H 0.0 0.0 0.0
H 0.0 0.0 0.0
H 0.0 0.0 0.0
H 0.0 0.0 0.0
H 0.0 0.0 0.0
H 0.0 0.0 0.0
H 0.0 0.0 0.0
H 0.0 0.0 0.0
H 0.0 0.0 0.0
H -0.1 0.1 0.0
H 0.0 0.0 0.0
H 0.0 0.0 0.0
F 0.0 0.0 0.0
C 0.0 0.1 0.1
F 0.0 0.0 0.0
C 0.0 0.0 0.0
F 0.0 -0.1 0.0
F 0.1 0.0 -0.1
F -0.1 0.1 0.0
N 0.0 -0.1 0.0
C -0.2 0.1 0.1
N 0.1 -0.1 0.0
C 0.0 0.0 0.0
N 0.0 0.0 0.0
C 0.0 0.0 0.1
Si 0.0 0.0 0.0
C 0.0 0.0 0.0
C 0.0 -0.1 0.0
As 0.0 0.0 0.1
Si -0.1 -0.1 0.0
C 0.0 0.0 0.0
C 0.0 0.0 0.0
C 0.0 0.1 0.0
H 0.0 0.0 0.0
H 0.0 0.0 0.0
H 0.0 0.0 0.0
H 0.0 0.0 0.0
H 0.0 0.0 0.0
H 0.0 0.0 0.0
H 0.0 0.0 0.0
H 0.0 0.0 0.0
H 0.0 0.0 0.0
H 0.0 0.0 0.0
H 0.0 0.0 0.0
H 0.0 0.0 0.0
H 0.0 0.0 0.0
H 0.0 0.0 0.0
H 0.0 0.0 0.0
H 0.0 0.0 0.0
H 0.0 0.0 0.0
H 0.0 0.0 0.0

---

Record 4
A molecular structure, C24H18Cl2NO3PSe2W at a distorted geometry, computed with wB97M-V/def2-TZVPD.

The charge is +1. As for the HOMO energy (spin up / spin down): -10.42 / -11.41 eV. The LUMO energy (spin up / spin down) is -0.1632 / -0.2009 hartree. Its spin multiplicity is 4. The HOMO-LUMO gap (spin up / spin down) is 5.98 / 5.94 eV.

Last column: Mulliken charge in e.
Atoms and positions in Å:
W  0.2894  0.3254  -0.2334  1.3848
Se  0.8391  0.1002  2.6045  -0.0700
P  1.7110  2.1295  2.1223  0.2793
Se  0.9556  2.6017  -0.6535  -0.2940
C  3.1588  2.3273  3.1820  0.5866
C  4.3675  2.6385  2.5674  -0.2053
C  5.5032  2.8437  3.3393  -0.6108
C  5.4284  2.7320  4.7180  -0.4162
C  4.2207  2.4170  5.3340  -0.7006
C  3.0858  2.2179  4.5706  -0.3105
C  0.4778  3.2822  2.7828  1.0234
C  0.9054  4.5929  2.9966  -0.6852
C  0.0002  5.5567  3.4064  -0.6243
C  -1.3318  5.2234  3.6099  -0.4585
C  -1.7600  3.9208  3.4006  -0.7291
C  -0.8608  2.9517  2.9826  -0.2715
H  4.4241  2.7171  1.4882  0.3789
H  6.4426  3.0865  2.8617  0.4001
H  6.3128  2.8896  5.3208  0.3933
H  4.1675  2.3316  6.4110  0.4054
H  2.1445  1.9824  5.0540  0.3477
H  1.9448  4.8630  2.8520  0.3959
H  0.3359  6.5716  3.5723  0.4008
H  -2.0343  5.9785  3.9359  0.4034
H  -2.7952  3.6539  3.5660  0.3953
H  -1.2069  1.9390  2.8136  0.1031
Cl  -6.5133  -0.6636  -3.3339  -0.1866
C  -4.8957  -0.3342  -2.8381  0.1901
C  -3.9544  0.0312  -3.8281  -0.4508
C  -2.6517  0.2996  -3.5175  0.3468
Cl  -1.5161  0.7417  -4.7270  -0.1447
C  -2.2027  0.2153  -2.1682  0.3602
O  -0.9691  0.4295  -1.8843  -0.4593
C  -3.1709  -0.1401  -1.1870  0.4721
C  -2.7868  -0.1831  0.1552  0.0708
O  -1.6358  0.0695  0.6261  -0.6002
C  -4.5206  -0.4196  -1.5355  -1.0679
H  -4.2827  0.0969  -4.8571  0.4695
H  -3.5515  -0.4420  0.8918  0.4400
H  -5.2314  -0.6888  -0.7656  0.4465
O  1.7755  -0.4665  0.1959  -0.5346
N  0.8907  -1.2904  -2.1038  -0.2197
C  0.0343  -2.1031  -2.7311  -0.2213
C  0.1820  -2.4452  -4.0607  -0.6511
C  1.2196  -1.8695  -4.7913  -0.1664
C  2.0984  -1.0123  -4.1518  -0.8203
C  1.9081  -0.7854  -2.8006  0.0298
H  -0.7867  -2.4946  -2.1414  0.4833
H  -0.5136  -3.1326  -4.5207  0.4107
H  1.3296  -2.0927  -5.8441  0.4073
H  2.9166  -0.5349  -4.6705  0.4290
H  2.5951  -0.1604  -2.2432  0.4447

Atomic forces in eV per Å
W 0.9 -2.1 0.2
Se -0.1 0.4 -0.5
P 0.0 0.1 -0.1
Se -0.1 0.0 0.1
C 0.1 0.1 0.0
C 0.0 0.0 0.0
C 0.0 0.0 0.0
C 0.0 0.0 0.0
C 0.0 0.0 0.0
C 0.0 0.0 0.0
C 0.0 -0.1 0.1
C 0.0 0.0 0.0
C 0.0 0.0 0.0
C 0.0 0.0 0.0
C 0.0 0.0 0.0
C 0.1 0.0 -0.1
H 0.0 0.0 0.0
H 0.0 0.0 0.0
H 0.0 0.0 0.0
H 0.0 0.0 0.0
H 0.0 0.0 0.0
H 0.0 0.0 0.0
H 0.0 0.0 0.0
H 0.0 0.0 0.0
H 0.0 0.0 0.0
H 0.0 0.0 0.0
Cl -0.1 0.0 0.0
C 0.1 0.0 0.0
C 0.0 0.0 -0.1
C 0.0 0.0 0.2
Cl 0.0 0.0 -0.1
C -0.1 -0.1 0.0
O 0.1 0.4 0.2
C 0.2 0.1 -0.1
C 0.0 0.1 0.1
O 0.2 -0.2 -0.2
C 0.0 0.0 -0.1
H 0.0 0.0 0.0
H 0.0 0.0 0.1
H 0.0 0.0 0.0
O -1.1 0.7 -0.1
N -0.4 0.7 0.0
C 0.1 -0.1 -0.1
C 0.1 0.0 0.0
C -0.1 0.0 0.0
C -0.2 -0.3 0.0
C 0.3 0.2 0.2
H 0.0 0.0 0.0
H 0.0 0.0 0.0
H 0.0 0.0 0.0
H 0.0 0.0 0.0
H 0.0 0.0 0.0

---

Record 5
C4H8N2 in the gas phase at a distorted geometry, computed with wB97M-V/def2-TZVPD.

The charge is 0. The SMILES is [H]/N=C(\N)C1CC1. As for the HOMO energy: -8.47 eV. The LUMO energy is 0.0300 hartree. Its spin multiplicity is 1. The HOMO-LUMO gap is 9.28 eV.

Last column: Mulliken charge in e.
Atoms and positions in Å:
C  -0.0936  0.6042  0.6816  0.4925
C  -0.1870  0.1745  -0.7643  -0.0786
C  -0.0968  -1.3521  -0.6925  -0.5902
C  0.9643  -0.5307  -1.3596  -0.5352
H  -0.7382  1.6873  2.4031  0.2575
H  -1.0635  2.4657  0.5105  0.2707
H  0.4354  0.1205  2.5313  0.1199
H  -1.1954  0.1809  -1.5296  0.2239
H  -0.7785  -1.9423  -1.4582  0.1944
H  0.0416  -2.0095  0.2150  0.2877
H  1.8059  -0.2814  -0.7684  0.3751
H  0.9198  -0.6506  -2.6131  0.1926
N  -0.6070  1.7749  1.2905  -0.5368
N  0.5929  -0.2415  1.5538  -0.6736

Atomic forces in eV per Å
C 2.2 -1.4 5.3
C -4.8 -1.1 -0.7
C -0.7 -3.4 -1.8
C -0.9 -1.0 -3.6
H 0.0 0.9 -4.0
H 1.0 -2.0 3.6
H 0.6 -0.2 -1.3
H 2.9 1.6 2.7
H 1.4 1.5 1.5
H 0.1 1.7 -1.0
H 1.3 -0.3 -0.2
H 0.8 0.7 3.8
N -1.2 0.2 -2.2
N -2.7 2.8 -2.2

---

Record 6
A molecular structure, C42H29F3N4O2RuSSb, computed with wB97M-V/def2-TZVPD.

The charge is 0. As for the HOMO energy (spin up / spin down): -7.28 / -7.16 eV. The LUMO energy (spin up / spin down) is -0.0557 / -0.0591 hartree. Its spin multiplicity is 2. The HOMO-LUMO gap (spin up / spin down) is 5.76 / 5.56 eV.

Last column: Mulliken charge in e.
Atoms and positions in Å:
Ru  -1.2068  0.3979  -0.4665  -0.8098
C  -1.7710  -5.1631  -0.3657  -0.6843
C  -2.8006  -4.6034  0.3789  -0.8111
C  -2.7454  -3.2745  0.7660  -0.1504
C  -1.6448  -2.4895  0.4201  -0.8824
C  -0.6206  -3.0485  -0.3421  0.5798
C  -0.6863  -4.3772  -0.7282  -1.0502
N  -1.5687  -1.1224  0.7568  0.9148
C  -2.0857  -0.6715  1.9507  0.3844
C  -2.1904  -1.4218  3.1380  -0.4573
C  -2.6909  -0.8390  4.2806  -0.6901
C  -3.1201  0.4964  4.3083  -0.7378
C  -3.0257  1.2589  3.1667  -0.4861
C  -2.5074  0.6757  2.0118  -0.2143
N  -2.3009  1.3625  0.8065  1.9290
N  -2.7049  2.5542  0.6444  -1.5578
C  -2.2887  3.0450  -0.5929  0.0022
C  -2.6748  4.3242  -0.9815  -0.5007
C  -2.2424  4.7982  -2.2019  -0.4409
C  -1.4306  3.9954  -2.9984  -0.9339
C  -1.0766  2.7416  -2.5473  -0.7817
N  -1.4951  2.2717  -1.3652  0.8162
H  -1.8218  -6.2000  -0.6711  0.4119
H  -3.6641  -5.1991  0.6464  0.4032
H  -3.5715  -2.8386  1.3130  0.5639
H  0.2165  -2.4306  -0.6360  0.3995
H  0.1181  -4.7959  -1.3199  0.4899
H  -1.8590  -2.4510  3.1456  0.5639
H  -2.7474  -1.4308  5.1857  0.4150
H  -3.5135  0.9202  5.2218  0.4246
H  -3.3291  2.2965  3.1405  0.4777
H  -3.3046  4.9025  -0.3219  0.5642
H  -2.5327  5.7853  -2.5360  0.4190
H  -1.0704  4.3323  -3.9596  0.5144
H  -0.4292  2.0910  -3.1211  0.6408
O  1.2411  0.0373  -3.6319  -0.7503
C  0.2710  -0.3420  -2.9935  -0.3217
O  0.2539  -0.2807  -1.6898  1.3344
C  -0.8767  -1.0212  -3.6936  0.4031
C  -0.5414  -1.6207  -4.9112  -0.9424
C  -1.4585  -2.3383  -5.6507  -0.6844
C  -2.7579  -2.4577  -5.1719  -0.5792
C  -3.1147  -1.8575  -3.9822  -1.0362
C  -2.1934  -1.1233  -3.2189  1.1925
S  -2.9249  -0.3741  -1.7983  -0.4076
H  0.4778  -1.5049  -5.2539  0.4730
H  -1.1696  -2.8025  -6.5843  0.3940
H  -3.4985  -3.0182  -5.7289  0.3882
H  -4.1311  -1.9455  -3.6187  0.4648
F  2.9090  1.9176  6.7386  -0.3376
C  2.5356  1.6693  5.4695  0.2443
C  3.5192  1.4923  4.5138  -0.7272
C  3.1296  1.2347  3.2093  -0.2298
C  1.7794  1.1622  2.8725  0.0681
C  0.8179  1.3407  3.8625  -0.1677
C  1.1898  1.5971  5.1759  -0.6653
Sb  1.1930  0.7641  0.8763  1.5432
C  2.2509  -1.0419  0.5923  0.5493
C  2.3634  -1.9049  1.6799  -0.6788
C  2.9115  -3.1712  1.5332  -0.6991
C  3.3464  -3.5487  0.2790  0.2810
F  3.8770  -4.7766  0.1205  -0.3658
C  3.2567  -2.7176  -0.8210  -0.7031
C  2.6981  -1.4581  -0.6606  -0.8153
C  2.3643  2.1458  -0.2229  0.3929
C  3.6864  1.9137  -0.5896  -0.2881
C  4.3932  2.8451  -1.3355  -0.7392
C  3.7557  4.0131  -1.7031  0.3258
F  4.4332  4.9206  -2.4311  -0.3466
C  2.4489  4.2859  -1.3523  -0.7687
C  1.7593  3.3390  -0.6098  -0.5627
H  4.5608  1.5554  4.7974  0.4614
H  3.8922  1.0873  2.4531  0.3682
H  -0.2377  1.2722  3.6224  0.0923
H  0.4584  1.7363  5.9602  0.5075
H  2.0179  -1.6016  2.6627  0.4258
H  2.9967  -3.8586  2.3635  0.4643
H  3.6063  -3.0624  -1.7848  0.4843
H  2.5777  -0.8215  -1.5291  0.5396
H  4.1805  0.9914  -0.3076  0.3402
H  5.4173  2.6742  -1.6379  0.4589
H  1.9914  5.2163  -1.6603  0.4646
H  0.7302  3.5455  -0.3357  0.4295

Atomic forces in eV per Å
Ru 0.1 0.1 0.6
C 0.0 0.0 0.0
C 0.0 0.0 0.0
C 0.0 0.0 0.0
C 0.0 0.0 -0.1
C 0.0 0.0 0.0
C 0.0 0.0 0.0
N 0.0 0.1 0.1
C 0.0 0.0 0.0
C 0.0 0.0 0.0
C 0.0 0.0 0.0
C 0.0 0.0 0.0
C 0.0 0.0 0.1
C 0.0 0.1 -0.1
N 0.0 -0.2 0.1
N 0.0 0.0 0.0
C 0.0 0.0 0.1
C 0.0 0.0 0.0
C 0.0 0.0 0.0
C 0.0 0.0 0.0
C 0.0 0.0 0.0
N 0.1 0.0 0.0
H 0.0 0.0 0.0
H 0.0 0.0 0.0
H 0.0 0.0 0.0
H 0.0 0.0 0.0
H 0.0 0.0 0.0
H 0.0 0.0 0.0
H 0.0 0.0 0.0
H 0.0 0.0 0.0
H 0.0 0.0 0.0
H 0.0 0.0 0.0
H 0.0 0.0 0.0
H 0.0 0.0 0.0
H 0.0 0.0 0.0
O 0.0 0.1 0.0
C 0.1 -0.3 0.0
O 0.0 0.1 -0.2
C 0.0 0.1 0.1
C 0.0 0.0 0.0
C 0.0 0.0 0.0
C 0.0 0.0 0.0
C 0.0 0.0 0.0
C -0.1 -0.1 -0.1
S 0.0 0.1 -0.1
H 0.0 0.0 0.0
H 0.0 0.0 0.0
H 0.0 0.0 0.0
H 0.0 0.0 0.0
F 0.0 0.0 0.0
C 0.0 0.0 0.0
C 0.0 0.0 0.0
C 0.0 0.0 0.0
C -0.1 0.0 0.0
C 0.0 0.0 0.0
C 0.0 0.0 0.0
Sb -0.1 0.0 -0.6
C 0.0 0.0 0.2
C 0.0 0.0 0.0
C 0.0 0.0 -0.1
C 0.0 0.0 0.0
F 0.0 0.0 0.0
C 0.0 0.0 0.0
C 0.0 0.0 -0.1
C 0.0 0.1 0.1
C 0.0 -0.1 0.0
C 0.0 0.0 0.0
C 0.0 0.0 0.0
F 0.0 0.0 0.0
C 0.0 0.0 0.0
C 0.0 0.0 0.0
H 0.0 0.0 0.0
H 0.0 0.0 0.0
H 0.0 0.0 0.0
H 0.0 0.0 0.0
H 0.0 0.0 0.0
H 0.0 0.0 0.0
H 0.0 0.0 0.0
H 0.1 0.0 0.0
H 0.0 0.0 0.0
H 0.0 0.0 0.0
H 0.0 0.0 0.0
H 0.0 0.0 0.0